The following is a DFT calculation (the ωB97M-V functional and the def2-TZVPD basis) of C5H4DyO7 as an isolated structure in a non-equilibrium geometry.

```
17
Properties=species:S:1:pos:R:3:forces:R:3:mulliken_charge:R:1
O 1.2524 -1.3949 1.3858 -1.70 1.65 2.39 -0.654
C 1.6619 -1.8960 0.2837 2.46 -2.02 -3.10 0.482
O 2.7355 -2.4387 0.0837 -1.37 0.95 0.62 -0.515
O -2.8215 0.0604 2.1882 0.33 -0.25 0.88 -0.461
O -4.6052 1.0910 1.1271 0.61 -0.75 1.53 -0.218
C -3.7825 0.5715 1.7513 -0.61 0.97 -2.42 0.725
Dy -0.2551 -0.1070 2.2064 0.67 0.07 -1.64 1.757
O -0.2961 1.3748 0.6472 -0.64 -0.65 1.29 -0.547
C 0.2609 1.7035 -0.5722 0.32 0.34 -1.04 -0.202
C 1.0709 0.5823 -1.2046 0.95 -1.97 -0.06 -0.616
O 0.3673 -0.7111 -1.4639 -0.26 2.90 -0.65 -0.326
C 0.6354 -1.8599 -0.8767 -1.10 -1.59 1.63 0.707
H -0.5068 2.0318 -1.2999 -0.18 -0.33 0.53 0.291
H 0.9612 2.5581 -0.4753 -0.19 -0.44 0.07 0.311
H 1.9189 0.3597 -0.5397 -0.07 0.07 -0.23 0.422
H 1.4724 0.9034 -2.1742 -0.25 -0.04 0.30 0.363
O -0.0695 -2.8289 -1.0669 1.03 1.07 -0.10 -0.517
```
Positions in Å, forces in eV/Å.

As for the max |F|: 0.08646 Eh/bohr. Its relative energy (zero: lowest compared OMol25 entry of this formula, charge and spin) is 0.00 kJ/mol. The total charge is +1. Its HOMO energy (alpha / beta) is -12.8273 / -12.8978 eV. The multiplicity is 6.